Record 1
{
  "formula": "C2H4N2O2",
  "method": "the ωB97M-V functional and the def2-TZVPD basis",
  "symbols": ["N", "H", "C", "O", "H", "H", "C", "N", "O", "H"],
  "xyz": [[1.497, 0.641, 0.249], [0.075, 1.107, -1.192], [0.177, 0.697, -0.108], [3.391, 1.284, 1.193], [-0.228, -0.969, 1.289], [0.209, -1.451, -0.350], [-0.487, -0.722, 0.095], [2.068, 1.451, 1.076], [-1.665, -0.941, -0.308], [-0.343, 1.717, 0.538]],
  "lowdin_spin": [0.52, 0.04, 0.07, 0.48, 0.00, 0.00, 0.01, 0.83, 0.01, 0.03],
  "charge": -2,
  "de_lowest_kcal_mol": 7.0,
  "multiplicity": 3,
  "homo_lumo_gap_ev": [4.2, 6.3]
}

***

Record 2
{
  "formula": "C3H7N2OS",
  "method": "the ωB97M-V functional and the def2-TZVPD basis",
  "symbols": ["N", "N", "H", "H", "O", "H", "H", "H", "H", "S", "C", "C", "H", "C"],
  "xyz": [[-0.189, -1.597, -0.757], [1.283, -0.713, 0.797], [-0.562, 2.417, -0.201], [-1.061, 1.492, -1.446], [-2.270, -0.702, 0.357], [2.996, -0.598, 2.030], [2.751, 0.522, 0.376], [-2.158, 2.256, -0.600], [0.351, -2.405, -1.133], [-1.347, 0.278, 0.807], [0.192, -0.717, 0.129], [2.437, -0.272, 1.107], [-1.148, -1.630, -1.092], [-1.274, 1.670, -0.374]],
  "nbo_charge": [-0.72, -0.38, 0.26, 0.26, -0.92, 0.25, 0.22, 0.29, 0.44, 1.37, 0.33, 0.07, 0.46, -0.93],
  "charge": 1,
  "de_lowest_kcal_mol": 82.4,
  "multiplicity": 1,
  "homo_lumo_gap_ev": 9.6
}